P:
A structure of composition C5H9NO3. Source: OMol25; level of theory: wB97M-V/def2-TZVPD.

**Highest occupied orbital energy (alpha / beta)**: -9.6 / -9.6 eV

Positions of all 18 atoms, in Å:
1 C -0.77823 0.38420 0.14175
2 C 1.39038 -0.64124 -0.20183
3 C -0.50761 0.96860 1.50614
4 C 2.26198 -0.74854 -1.44957
5 N 0.05172 -0.35020 -0.59311
6 C -2.55627 -0.53694 0.30969
7 O -1.12494 1.28447 -0.86463
8 O -3.24392 0.11805 -0.43987
9 O -2.53016 -1.32127 1.19513
10 H -2.14095 1.39519 -0.69953
11 H 1.80427 0.05932 0.53327
12 H 1.31096 -1.62564 0.29340
13 H -1.37379 1.54532 1.82932
14 H 0.36063 1.62732 1.49866
15 H -0.34346 0.15733 2.21366
16 H 1.86568 -1.50684 -2.12078
17 H 3.28319 -1.01454 -1.17850
18 H 2.27054 0.20542 -1.97320

=====

Q:
The molecule C5H9NO3. Source: OMol25; level of theory: wB97M-V/def2-TZVPD.

**Highest occupied orbital energy**: -9.5 eV
**SMILES string**: CC(=O)C[C@@H](O)C(N)=O

Positions of all 18 atoms, in Å:
1 C -0.79683 0.81101 0.57030
2 C -1.21743 -0.37518 -0.31017
3 C 0.86816 -0.00395 -1.81969
4 C 0.68706 0.65212 0.94587
5 C 0.03902 -1.06168 -0.83049
6 N 0.95780 -0.68334 1.26396
7 O -1.57346 0.75464 1.75896
8 O 1.48849 1.55304 1.03615
9 O 0.17170 -2.25282 -0.94870
10 H -1.35885 1.51562 2.31035
11 H -0.91897 1.76657 0.05055
12 H 1.92542 -0.93950 1.38083
13 H 0.27745 -1.26086 1.73782
14 H -1.83692 -0.04308 -1.14148
15 H -1.78538 -1.08085 0.30150
16 H 1.10953 1.00225 -1.48341
17 H 1.77603 -0.48108 -2.16471
18 H 0.18716 0.12711 -2.65765

=====

It comes down to Q, which is 2.266 eV more stable than the next structure.

=====

P:
A structure of composition C5H9NO3. Source: OMol25; level of theory: wB97M-V/def2-TZVPD.

**Highest occupied orbital energy**: -7.8 eV

Positions of all 18 atoms, in Å:
1 C 0.14365 -0.11050 0.50920
2 C -1.33813 -0.14980 -0.31813
3 C 1.21938 -1.15329 0.44036
4 C 0.32068 0.46509 -1.41531
5 N 0.43492 1.80121 -1.40914
6 C -1.27787 -0.80342 1.08089
7 O 0.43836 1.10734 1.11635
8 O 0.61624 -0.32006 -2.25802
9 O -1.39392 -2.03607 1.26659
10 H -0.00910 1.13577 1.97343
11 H 0.40886 2.26761 -0.51334
12 H 0.98186 2.20868 -2.15358
13 H -1.81961 0.81700 -0.37363
14 H -1.48574 -0.87911 -1.10132
15 H -1.64233 -0.07172 1.83786
16 H 2.18135 -0.72869 0.15397
17 H 0.93113 -1.93120 -0.26217
18 H 1.29026 -1.61884 1.42600

=====

Q:
The molecule C5H9NO3. Source: OMol25; level of theory: wB97M-V/def2-TZVPD.

**Highest occupied orbital energy**: -8.2 eV
**SMILES string**: C/C=C(/O)[C@H](N)C(=O)O

Positions of all 18 atoms, in Å:
1 C -0.21267 -0.57737 1.31979
2 C -1.43171 0.13366 1.82892
3 C 0.63151 1.13486 -0.31804
4 C -0.02753 -0.96679 0.01906
5 N -0.01680 -0.35853 -2.36573
6 C -0.31298 0.06053 -1.02731
7 O 1.92200 0.94260 -0.70252
8 O 0.88255 -1.89428 -0.34948
9 O 0.22925 2.21897 0.06851
10 H 2.40927 1.76450 -0.55204
11 H 1.21647 -2.35492 0.43197
12 H 0.34578 -1.13485 2.06491
13 H 0.04591 0.44553 -2.98677
14 H 0.87083 -0.85373 -2.38930
15 H -1.32594 0.45395 -0.93414
16 H -1.68989 -0.21771 2.82462
17 H -1.23348 1.20530 1.87945
18 H -2.30257 -0.00172 1.18808

=====

R:
A cluster of 2 separate species, C5H9NO3 in total. Source: OMol25; level of theory: wB97M-V/def2-TZVPD.

**Highest occupied orbital energy**: -7.5 eV
**SMILES string**: CC(C)=C=O.NC(=O)O

Positions of all 18 atoms, in Å:
1 C 0.83996 0.03444 0.07541
2 C 1.29360 -0.38810 1.44733
3 C 1.45953 -0.70352 -1.08851
4 C -1.70382 -0.04690 0.16022
5 C 0.39985 1.31931 -0.08563
6 N -1.54671 1.11702 -0.70689
7 O -2.26097 -1.06085 -0.58369
8 O -1.82380 0.01677 1.36462
9 O 0.43335 2.47477 0.15666
10 H -2.69165 -1.66631 0.03521
11 H -1.69787 2.07664 -0.42155
12 H -1.85157 1.02139 -1.66798
13 H 0.63453 0.02135 2.21053
14 H 1.23075 -1.76880 -1.04895
15 H 1.27259 -1.47703 1.52395
16 H 2.30740 -0.05795 1.69047
17 H 1.15690 -0.29773 -2.05272
18 H 2.54795 -0.61449 -1.00848

=====

It comes down to Q, which is 0.926 eV more stable than the next structure.

=====

P:
The molecule C5H7NO3. Source: OMol25; level of theory: wB97M-V/def2-TZVPD.

**Highest occupied orbital energy**: -8.2 eV
**SMILES string**: C=C(O)[C@@H](N)C(O)=C=O

Positions of all 16 atoms, in Å:
1 C 0.74402 1.78137 0.71422
2 C 1.25727 0.67135 0.24810
3 C -1.09343 -0.32838 0.18037
4 N 0.78233 -1.32054 -1.13088
5 C 0.44785 -0.58749 0.08329
6 C -1.80290 0.60141 -0.47719
7 O 2.64142 0.56444 0.13698
8 O -1.75084 -1.33984 0.86517
9 O 0.37571 2.85806 1.01378
10 H 3.06776 1.36754 0.48852
11 H -2.71038 -1.22446 0.76116
12 H -0.00167 -1.90532 -1.41555
13 H 1.56612 -1.93978 -0.93481
14 H 0.68157 -1.23049 0.94268
15 H -2.88545 0.64621 -0.42579
16 H -1.31938 1.38593 -1.05005

=====

Q:
A structure of composition C5H7NO3. Source: OMol25; level of theory: wB97M-V/def2-TZVPD.

**Highest occupied orbital energy**: -7.7 eV

Positions of all 16 atoms, in Å:
1 C 0.77093 2.10300 2.10555
2 C -0.08200 0.32144 0.83279
3 C -1.17610 -0.60810 0.57295
4 C -0.72843 -1.07449 -0.76671
5 C 0.19044 -0.17957 -1.25940
6 H 0.12459 2.80935 1.48725
7 H 0.60354 2.39707 3.26058
8 H 1.77538 2.29477 1.75203
9 H -1.74815 -1.44289 1.24558
10 H -0.39262 -1.62515 -2.69889
11 H -1.97975 -2.45658 -1.81798
12 H 1.49726 -1.47150 -2.43628
13 N -0.85354 -2.05278 -1.81896
14 O 0.27511 0.81923 2.04520
15 O 0.95331 -0.31044 -2.39638
16 O 0.77003 0.47663 -0.10733

=====

R:
The molecule C5H7NO3. Source: OMol25; level of theory: wB97M-V/def2-TZVPD.

**Highest occupied orbital energy (alpha / beta)**: -8.6 / -9.7 eV

Positions of all 16 atoms, in Å:
1 C -1.15212 -1.46308 -0.94467
2 O -0.60160 -0.13343 -0.80533
3 C -1.40081 0.97371 -0.18944
4 N -2.56416 1.18134 -0.23034
5 H -0.30145 -2.12353 -1.11085
6 H -1.82341 -1.49693 -1.80134
7 H -1.68091 -1.74443 -0.03302
8 C 1.36528 -0.35262 1.04608
9 C 0.95299 0.74070 0.12927
10 C -0.05361 1.69414 0.53182
11 O 2.37337 -1.15113 0.60339
12 O 0.81440 -0.58847 2.08700
13 H 2.70895 -0.85841 -0.25302
14 H 1.55293 0.92887 -0.75310
15 H 0.06357 2.69396 0.12447
16 H -0.25343 1.69932 1.59908

=====

It comes down to P, which is 1.571 eV more stable than the next structure.

=====

P:
A cluster of 2 separate species, C5H7NO3 in total. Source: OMol25; level of theory: wB97M-V/def2-TZVPD.

**Highest occupied orbital energy**: -7.7 eV

Positions of all 16 atoms, in Å:
1 C 1.59741 0.82653 -0.22162
2 C -1.98767 0.85593 0.35430
3 C 1.14362 -0.14450 -1.33526
4 C 0.15639 -1.11175 -0.53740
5 C -0.20119 -0.36305 0.67300
6 N 0.74642 0.69150 0.83168
7 O 2.55509 1.55779 -0.39641
8 O -2.77667 0.55518 1.16623
9 O -0.80365 -0.85224 1.82643
10 H -1.99415 1.48319 -0.47242
11 H 0.56204 0.45460 -1.97010
12 H 1.90719 -0.66663 -1.97239
13 H -0.68021 -1.55372 -1.09284
14 H 0.69243 -2.03870 -0.19392
15 H 0.82155 1.35199 1.59542
16 H -1.73859 -1.04610 1.74532

=====

Q:
A cluster of 2 separate species, C5H7NO3 in total. Source: OMol25; level of theory: wB97M-V/def2-TZVPD.

**Highest occupied orbital energy**: -8.7 eV
**SMILES string**: C[C@@H]1OC1=O.NC=C=O

Positions of all 16 atoms, in Å:
1 C -1.53665 -0.45694 -0.26150
2 C 1.44103 0.17692 0.46034
3 C -2.21059 0.82606 0.14859
4 C -0.10126 -1.04201 -0.14606
5 C 1.24592 1.12676 -0.55035
6 N 2.62404 -0.61570 0.47806
7 O -1.02764 -1.26463 0.84347
8 O 0.47984 -1.80058 -0.90960
9 O 1.49645 1.85124 -1.41017
10 H -2.15084 -1.06555 -0.92437
11 H 1.11885 0.54374 1.42906
12 H 3.45295 -0.17316 0.10438
13 H 2.44524 -1.49683 0.00377
14 H -3.20710 0.60269 0.53991
15 H -2.41254 1.43698 -0.73284
16 H -1.65770 1.35100 0.92731

=====

It comes down to P, which is 1.864 eV more stable than the next structure.